[1]
Entry from the OMol25 dataset: a molecular structure, C29H20Br45F9O2 in a non-equilibrium geometry (ωB97M-V/def2-TZVPD).

Calculated values
LUMO energy = -1.54 eV
F_max = 2.52 eV/Å
Highest occupied orbital energy = -9.44 eV
HOMO-LUMO gap = 7.91 eV

CARTESIAN COORDINATES (ANGSTROEM)
1 O 1.27184 -1.14801 1.25066
2 C 0.67917 -0.67411 0.32223
3 C -0.75921 -1.10581 -0.02808
4 C -1.27561 -1.04405 -1.27338
5 C -2.72826 -1.48336 -1.56920
6 F -2.93300 -1.71076 -2.90500
7 F -2.88772 -2.73232 -0.96852
8 C -3.83770 -0.55880 -0.94726
9 F -4.95080 -1.36502 -0.75386
10 F -3.52172 -0.07437 0.29262
11 C -4.32338 0.60887 -1.87540
12 F -4.99038 0.15586 -2.97873
13 F -3.21482 1.30055 -2.29774
14 C -5.28956 1.65274 -1.16153
15 F -4.59574 2.77050 -0.86674
16 F -6.23403 2.03997 -2.08194
17 F -5.97786 1.15283 -0.11476
18 C -0.29899 -0.54399 -2.38430
19 O -0.31201 -0.93521 -3.51608
20 C 0.78558 0.49290 -1.96606
21 C 1.32225 1.47554 -2.86060
22 C 2.32038 2.38838 -2.32993
23 C 2.80743 2.34716 -0.96207
24 C 2.29316 1.32978 -0.07634
25 C 1.28694 0.42602 -0.58704
26 H -1.44288 -1.45912 0.77772
27 H 0.98250 1.52233 -3.91410
28 H 2.69176 3.15650 -3.02286
29 H 3.57507 3.05720 -0.60040
30 H 2.58997 1.21719 0.97593
31 C 1.77076 -4.24457 -4.37147
32 Br 1.53656 -3.47414 -2.61525
33 Br 1.46265 -2.94893 -5.76971
34 Br 3.49150 -5.10056 -4.56127
35 H 1.01951 -5.01940 -4.48269
36 C -5.19690 1.14503 3.19236
37 Br -6.38695 1.66249 4.62584
38 Br -3.88909 2.51949 2.82173
39 Br -4.36628 -0.56808 3.53080
40 H -5.80305 1.03386 2.30039
41 C 2.01337 6.34608 0.00640
42 Br 0.42356 6.83548 0.99378
43 Br 1.69943 4.82937 -1.15982
44 Br 2.75502 7.85270 -0.95435
45 H 2.75602 6.03722 0.73396
46 C -3.42593 2.22401 7.67969
47 Br -3.70321 0.88278 9.04298
48 Br -3.78542 4.00545 8.33708
49 Br -1.66375 2.09422 6.89344
50 H -4.14150 2.02596 6.88804
51 C 2.01641 -8.86100 -6.74105
52 Br 2.79945 -9.85917 -5.28270
53 Br 0.50730 -7.79895 -6.15863
54 Br 3.33067 -7.78560 -7.66164
55 H 1.63909 -9.58383 -7.45562
56 C 3.49391 -4.68566 0.98523
57 Br 4.30307 -5.46722 2.55578
58 Br 4.71389 -4.66711 -0.51582
59 Br 1.81114 -5.51663 0.52633
60 H 3.27605 -3.65266 1.22839
61 C -1.04252 -5.56827 -9.65105
62 Br -2.33280 -5.40463 -8.22030
63 Br 0.65682 -4.78517 -9.17131
64 Br -0.84792 -7.40117 -10.23697
65 H -1.42746 -5.00429 -10.49312
66 C 1.05000 4.74146 7.99720
67 Br 0.83671 5.57048 9.72970
68 Br 0.69011 5.98431 6.55870
69 Br 2.78585 3.90995 7.80990
70 H 0.30946 3.95012 7.93024
71 C 5.31002 -1.17670 2.23937
72 Br 3.83491 -2.10578 3.07046
73 Br 4.69181 0.27893 1.11893
74 Br 6.61210 -0.58925 3.54301
75 H 5.81026 -1.88580 1.58755
76 C 5.54813 1.71719 -5.32668
77 Br 4.30935 2.22657 -3.91948
78 Br 6.84498 3.10766 -5.68560
79 Br 6.39706 0.02040 -4.95329
80 H 4.96367 1.58745 -6.23174
81 C -10.45453 1.36926 4.66922
82 Br -12.33675 0.97460 4.86093
83 Br -10.15943 3.00942 3.68921
84 Br -9.54768 1.38153 6.37723
85 H -10.01889 0.56666 4.08440
86 C 6.01372 -8.06921 5.74189
87 Br 7.59156 -8.93116 5.03218
88 Br 6.14415 -6.14238 5.64313
89 Br 4.39965 -8.72122 4.90197
90 H 5.95374 -8.33028 6.79239
91 C 4.68874 6.82352 10.70870
92 Br 4.48743 7.65442 12.44272
93 Br 4.33370 8.06630 9.27258
94 Br 6.41579 5.97661 10.51386
95 H 3.94079 6.04012 10.64233
96 C -7.21832 5.36431 -0.97304
97 Br -6.37913 4.44886 0.50801
98 Br -8.76108 6.38319 -0.40700
99 Br -5.95442 6.45403 -1.94820
100 H -7.57463 4.60167 -1.65696
101 C 2.44104 -0.22659 -9.05294
102 Br 0.91330 -1.15359 -8.31680
103 Br 1.91305 1.30159 -10.11234
104 Br 3.71426 0.25228 -7.67722
105 H 2.94133 -0.91885 -9.72092


[2]
Entry from the OMol25 dataset: a molecular structure, C29H20F5N3NiO3S2Se (ωB97M-V/def2-TZVPD).

Calculated values
Multiplicity = 2
LUMO energy (spin up / spin down) = 2.32 / 2.32 eV
F_max = 0.46 eV/Å
⟨S²⟩ = 0.816
Net charge = -1
Highest occupied orbital energy (spin up / spin down) = -3.80 / -2.84 eV
HOMO-LUMO gap (spin up / spin down) = 6.13 / 5.16 eV

CARTESIAN COORDINATES (ANGSTROEM)
1 Ni -0.36568 -0.14027 0.14136
2 O 1.59574 -0.53389 0.02257
3 N 2.11990 -1.01697 1.14356
4 C 3.29364 -1.66874 0.99561
5 C 3.96871 -2.21604 2.04917
6 C 3.39989 -2.09889 3.32166
7 C 2.20893 -1.44229 3.46008
8 C 1.51840 -0.86514 2.36957
9 S 0.03595 -0.05630 2.56295
10 H 3.62284 -1.72007 -0.03027
11 H 4.89740 -2.73726 1.87411
12 H 3.88765 -2.53152 4.18545
13 H 1.73215 -1.34198 4.42428
14 O -2.56621 0.12340 0.12632
15 S -2.97594 0.76919 -1.18551
16 C -4.08108 -0.37854 -2.00841
17 C -4.68510 0.02127 -3.19341
18 C -5.54043 -0.85436 -3.84033
19 C -5.78727 -2.11007 -3.29413
20 C -5.18580 -2.48637 -2.10424
21 C -4.32924 -1.61551 -1.44121
22 C -1.56337 0.64293 -2.23488
23 C -0.76974 -0.51583 -2.20808
24 C 0.33774 -0.54901 -3.06040
25 C 0.65095 0.53781 -3.85892
26 C -0.13646 1.68685 -3.85092
27 C -1.25408 1.73611 -3.02975
28 H -4.47705 0.99895 -3.61148
29 H -6.01262 -0.56038 -4.76860
30 H -6.45430 -2.79487 -3.80271
31 H -5.36733 -3.46616 -1.68151
32 H -3.83633 -1.90724 -0.52490
33 H -1.07900 -1.41222 -1.67206
34 H 0.95177 -1.43901 -3.07895
35 H 1.51699 0.49104 -4.50760
36 H 0.12272 2.53502 -4.46955
37 H -1.86441 2.62976 -2.97779
38 N -2.45810 4.54434 2.19826
39 C -1.60910 5.13141 1.31397
40 O -1.60490 6.33596 1.12182
41 C -0.69334 4.21798 0.55507
42 C 0.25614 4.78405 -0.29360
43 C 1.12415 3.95479 -0.97964
44 C 1.00355 2.58059 -0.80793
45 N 0.08507 2.03625 -0.01252
46 C -0.73583 2.83489 0.65952
47 H -2.99475 5.16316 2.78107
48 H -2.33866 3.59448 2.49985
49 H 0.29422 5.86107 -0.38613
50 H 1.88286 4.35526 -1.63729
51 H 1.65917 1.87887 -1.31060
52 H -1.44201 2.30663 1.29099
53 F 1.33644 -8.42710 -0.62761
54 C 0.77734 -7.22653 -0.39257
55 C 1.55495 -6.08365 -0.33032
56 F 2.88436 -6.17759 -0.50904
57 C 0.96302 -4.85651 -0.08758
58 F 1.78564 -3.79506 -0.04909
59 C -0.40764 -4.69248 0.10867
60 Se -1.19728 -3.01046 0.47617
61 C -1.15247 -5.86698 0.02910
62 F -2.48892 -5.83764 0.18132
63 C -0.58957 -7.10777 -0.21132
64 F -1.36125 -8.20703 -0.27664


[3]
Entry from the OMol25 dataset: a molecular structure, C29H21AuCl3F10GeN3OS (ωB97M-V/def2-TZVPD).

Calculated values
Multiplicity = 4
LUMO energy (spin up / spin down) = -2.46 / -5.19 eV
F_max = 0.72 eV/Å
⟨S²⟩ = 3.812
Net charge = +1
Highest occupied orbital energy (spin up / spin down) = -10.48 / -10.41 eV
HOMO-LUMO gap (spin up / spin down) = 8.03 / 5.22 eV

CARTESIAN COORDINATES (ANGSTROEM)
1 Au 0.67045 -0.64121 1.11391
2 C -0.71653 -3.58571 0.47276
3 N -1.05149 -2.41187 1.28437
4 C -0.97768 -2.72397 2.70750
5 C -0.83706 -1.52748 3.65846
6 N 0.22872 -0.59444 3.28897
7 C 0.64322 0.36168 4.13410
8 C 1.77036 1.18637 3.80801
9 F 2.39127 1.04383 2.65529
10 C 2.27746 2.13189 4.65789
11 F 3.33206 2.84240 4.30335
12 C 1.68254 2.35497 5.89534
13 F 2.16449 3.26286 6.70234
14 C 0.56448 1.61526 6.25921
15 F -0.02306 1.84520 7.41996
16 C 0.06058 0.66133 5.41409
17 F -1.03705 0.04680 5.82348
18 C -2.27866 -1.76299 0.82702
19 C -2.35010 -0.25715 1.10216
20 N -1.15493 0.45152 0.65087
21 C -1.13633 1.83112 0.65241
22 C -2.16000 2.68939 1.11318
23 F -3.26109 2.19939 1.70568
24 C -2.10484 4.06604 1.00377
25 F -3.12381 4.79566 1.44877
26 C -1.00319 4.69252 0.46063
27 F -0.94679 6.01511 0.36732
28 C 0.04117 3.90451 0.02223
29 F 1.12289 4.46768 -0.50956
30 C -0.03432 2.53248 0.11917
31 F 1.02768 1.84656 -0.34294
32 H -1.46258 -4.38697 0.57284
33 H 0.25561 -3.97739 0.77625
34 H -0.65388 -3.29622 -0.57606
35 H -0.10641 -3.36620 2.84516
36 H -1.86121 -3.29119 3.03589
37 H -0.64112 -1.94506 4.64604
38 H -1.77908 -0.98823 3.73496
39 H -3.16676 -2.23854 1.26896
40 H -2.33267 -1.90738 -0.25421
41 H -2.57142 -0.07356 2.15641
42 H -3.21746 0.10898 0.55199
43 O 1.06016 -0.90594 -1.20617
44 S 0.18016 -0.07420 -2.15139
45 C -0.71784 -1.28321 -3.10642
46 C -0.13950 -2.50457 -3.42355
47 C -0.88603 -3.43230 -4.13141
48 C -2.19161 -3.13517 -4.50970
49 C -2.75819 -1.91238 -4.18091
50 C -2.02168 -0.97746 -3.46568
51 C 1.25870 0.60523 -3.40193
52 C 0.90942 1.84816 -3.90842
53 C 1.72494 2.43724 -4.86409
54 C 2.88011 1.79330 -5.28603
55 C 3.21871 0.54717 -4.77065
56 C 2.40016 -0.05456 -3.82744
57 H 0.87343 -2.72911 -3.11095
58 H -0.44668 -4.38761 -4.38887
59 H -2.76978 -3.86520 -5.06100
60 H -3.77575 -1.68640 -4.47315
61 H -2.45411 -0.01989 -3.19382
62 H 0.01803 2.35529 -3.55404
63 H 1.46607 3.40676 -5.27110
64 H 3.52077 2.26487 -6.02061
65 H 4.11703 0.04274 -5.10370
66 H 2.63777 -1.04080 -3.44797
67 Cl 4.12239 0.67185 -0.52371
68 Ge 3.48660 -1.36649 -0.74724
69 Cl 2.81126 -1.99055 1.31770
70 Cl 5.23201 -2.58477 -1.16573